(1)
Below is C11H11ClO2Sc as an isolated structure, with properties calculated with ωB97M-V/def2-TZVPD.

Geometry as XYZ:
```
26
Properties=species:S:1:pos:R:3:lowdin_charge:R:1
H 1.010 3.454 0.666 0.10
H -1.149 -0.449 -3.070 0.07
C -0.805 -2.416 -0.357 -0.22
Sc -0.172 0.680 0.909 0.73
H -2.709 -1.924 0.732 0.07
H 2.754 1.587 1.607 0.10
C 1.323 0.763 -1.308 -0.16
H -0.319 -3.158 0.276 0.07
C -1.235 -0.997 -2.130 -0.23
H -3.183 -0.246 -1.331 0.06
H 0.044 2.548 -1.716 0.11
C 1.192 2.472 0.244 -0.24
Cl -2.162 1.813 0.976 0.04
C -0.300 -1.951 -1.606 -0.23
O 0.221 0.992 2.960 -0.14
C 2.162 0.417 -0.212 -0.15
C 0.691 2.003 -1.024 -0.18
H 0.636 -2.271 -2.065 0.06
C 2.100 1.489 0.748 -0.21
C -2.052 -1.761 -0.112 -0.23
C 0.100 -0.267 3.145 -0.43
H 0.309 -0.668 4.154 0.14
O -0.280 -1.033 2.183 -0.12
H 2.830 -0.448 -0.180 0.11
H 1.310 0.254 -2.279 0.11
C -2.314 -0.885 -1.210 -0.23
```

Values from the calculation:
- M: 255.6 g/mol
- Net charge: -1
- HOMO-LUMO gap: 5.835 eV
- Highest occupied orbital energy: -3.00 eV


(2)
Below is a 24-piece molecular cluster, C48H152N40O24 overall, with properties calculated with ωB97M-V/def2-TZVPD.

Geometry as XYZ:
```
264
Properties=species:S:1:pos:R:3:lowdin_charge:R:1
N 5.447 -15.329 -2.392 0.20
C 10.858 -25.015 -3.737 -0.09
O 9.224 -13.452 -11.900 -0.02
H 6.553 -15.752 0.348 0.06
H 0.596 -20.569 1.130 0.07
H 0.134 -16.045 -9.394 0.09
C 7.302 -19.556 3.864 -0.17
H 9.644 -19.127 -10.026 0.02
H 1.960 -20.573 -10.052 0.06
H 7.543 -13.150 1.897 0.11
H 10.530 -14.257 -9.213 0.07
H 5.984 -19.967 -1.043 0.06
H 5.362 -19.122 -5.382 0.08
H 9.850 -17.301 -11.208 0.08
C 7.462 -18.730 -0.595 -0.77
H 3.023 -19.214 -7.421 0.08
H 6.012 -14.355 -8.445 0.07
C -0.187 -23.648 -8.873 -0.06
H 8.018 -23.207 -5.409 0.08
H 0.388 -19.912 -5.713 0.06
C 0.105 -19.421 -8.137 -0.70
H 7.144 -15.665 -5.578 0.07
H 1.811 -16.746 0.029 0.15
C 9.732 -10.611 -1.592 -0.17
C 10.506 -23.041 -2.506 -0.20
H 6.042 -23.078 -6.179 0.07
C 9.414 -11.205 -3.025 -0.36
C 11.343 -15.758 -0.118 -0.41
C 9.392 -13.810 -10.710 -0.76
H 6.845 -18.034 -2.735 0.09
O 0.671 -22.843 -9.718 -0.23
H 0.465 -19.068 -4.123 0.09
H 11.304 -16.056 -6.214 0.07
N 8.190 -12.882 -5.870 0.20
O 6.745 -17.771 -0.298 -0.02
C 8.391 -17.288 2.918 -0.06
H 4.034 -17.692 -1.904 0.06
H 10.831 -15.696 1.990 0.07
H 4.640 -19.073 -7.883 0.09
O 4.068 -13.781 -10.839 0.00
H 7.620 -20.498 -1.504 0.04
C 4.748 -14.224 -2.347 -0.83
H 5.190 -22.758 -3.766 0.09
N 8.672 -21.460 -2.645 0.03
C 4.736 -13.609 -9.800 -0.78
H 7.710 -22.799 -0.372 0.07
H 13.209 -16.590 0.255 0.13
O 1.122 -19.600 -7.431 -0.06
H 11.033 -25.727 -2.930 0.10
H 8.527 -10.529 -4.853 0.05
H 4.276 -12.715 -3.657 0.13
H 4.746 -15.363 -9.204 0.10
H 9.285 -21.115 -3.369 0.06
H 1.973 -20.878 1.970 0.08
H 13.108 -15.798 -4.124 0.06
O 7.080 -17.546 -5.782 0.00
N 10.049 -16.195 -0.639 0.08
H 6.392 -21.532 -3.361 0.09
N 10.459 -13.671 -10.033 0.17
N 5.444 -21.878 -3.338 0.22
H -0.196 -17.542 -7.654 0.08
H 2.150 -20.636 -6.387 0.05
H 7.189 -20.537 -6.481 0.07
H 7.564 -14.441 -4.277 0.09
C 2.665 -17.381 -0.206 -0.43
N -0.564 -18.342 -8.148 0.22
H 9.009 -18.186 5.306 0.06
H 2.352 -18.098 -2.174 0.06
H 11.767 -15.141 -0.911 0.11
O 12.327 -17.804 -1.167 -0.24
H 9.347 -18.404 -5.038 0.10
N 3.712 -16.824 0.571 0.07
C 10.753 -17.414 -8.565 -0.24
C 3.012 -17.406 -1.653 -0.07
H 6.027 -19.679 -11.060 0.12
H 7.575 -10.072 -3.493 0.08
N 11.968 -17.645 -3.734 0.16
H 4.247 -16.351 -4.718 0.07
O 3.904 -14.036 -1.538 0.06
N 5.813 -23.942 -5.708 0.16
H 12.348 -18.126 -9.733 0.14
N 3.016 -21.128 -6.220 0.22
H -0.099 -19.765 -2.464 0.11
C 8.361 -23.288 -1.096 -0.03
H 2.264 -22.706 -8.309 0.11
N 7.841 -24.114 -5.002 0.20
N 8.739 -18.787 -0.545 0.21
H -1.123 -20.071 -9.614 0.13
H 2.630 -21.566 -2.325 0.12
C 4.437 -21.397 -2.671 -0.74
H 8.742 -12.265 -6.448 0.13
N 11.749 -14.278 -3.099 0.18
N 6.989 -19.870 -1.027 0.19
N 5.928 -18.862 -10.475 0.19
N 7.998 -20.528 -7.085 0.22
H 12.199 -17.348 -2.797 0.07
O 7.943 -14.269 -0.897 0.03
H 5.400 -19.141 -3.616 0.09
H 11.497 -17.371 -11.941 0.08
H 9.151 -18.013 2.628 0.08
H 6.975 -17.560 -7.861 0.09
H 13.120 -19.591 -1.787 0.08
C 12.237 -17.008 -0.009 -0.19
H 11.224 -15.098 -3.369 0.07
H -0.187 -14.334 -8.915 0.10
C 3.070 -22.141 -10.268 -0.44
O 5.196 -21.130 -6.368 0.01
C 10.722 -15.654 -7.043 -0.06
H 2.859 -16.426 -2.106 0.07
C -0.194 -15.377 -8.598 -0.11
C 6.701 -17.935 -4.701 -0.74
O 9.965 -24.005 -3.342 -0.23
H 11.766 -17.553 0.809 0.12
H 10.409 -10.023 0.851 0.08
O 9.276 -21.577 -5.618 -0.01
N 5.249 -12.413 -9.544 0.16
C 2.062 -22.900 -9.363 -0.17
H 8.972 -9.141 -3.871 0.08
C 7.573 -18.025 3.948 -0.43
H -1.417 -18.359 -8.688 0.14
C 0.130 -21.010 -4.020 -0.73
C 11.268 -15.064 1.216 -0.03
C 10.672 -17.535 -3.909 -0.74
C 10.914 -17.122 -11.055 -0.03
H 10.643 -14.176 1.117 0.06
H 4.713 -19.589 3.103 0.10
O 0.256 -22.186 -4.460 -0.03
H 7.581 -18.034 6.033 0.06
H 9.217 -19.554 -0.996 0.09
H 10.829 -14.571 -6.970 0.09
H 12.710 -19.372 0.062 0.10
H 11.020 -16.048 -10.904 0.06
H 7.859 -16.780 -3.617 0.08
H 8.887 -10.099 -1.132 0.13
O 1.671 -18.848 1.626 -0.17
H 9.694 -15.973 -6.872 0.08
O 7.662 -14.426 -7.398 0.02
H -0.025 -21.226 -8.953 0.07
H 5.241 -22.020 -10.445 0.08
C 7.484 -14.017 0.155 -0.75
H 10.372 -11.452 -3.481 0.13
H 7.742 -17.174 2.049 0.05
C 2.299 -16.017 -5.858 -0.36
H 2.329 -23.949 -9.492 0.12
H 7.743 -14.913 -10.557 0.12
H 9.314 -15.502 -0.632 0.05
H 4.900 -11.687 -10.153 0.11
H 1.949 -15.268 -5.148 0.14
N 2.955 -20.749 -10.035 0.06
N 3.942 -19.634 -7.416 0.18
C 13.077 -18.978 -0.886 -0.07
C 6.698 -24.689 -5.101 -0.85
H 2.164 -14.767 -7.626 0.12
H 6.634 -19.805 4.689 0.11
H 11.194 -23.547 -1.828 0.12
C 2.317 -18.779 0.363 -0.18
H 9.808 -21.700 -0.875 0.13
O 10.152 -11.535 -0.562 -0.24
H 6.091 -14.535 1.588 0.11
H 0.551 -20.203 2.814 0.09
C 3.812 -16.304 -5.716 -0.06
H 3.306 -20.547 -9.110 0.02
N 1.769 -17.231 -5.309 0.04
H 14.654 -14.824 -4.140 0.11
H 14.121 -18.667 -0.829 0.09
O 6.709 -20.085 2.658 -0.18
C 11.273 -17.991 -9.855 -0.43
H 3.054 -21.962 -5.652 0.11
N 8.143 -17.666 5.279 0.02
H 10.494 -9.849 -1.756 0.12
N 6.614 -14.841 0.780 0.19
H 12.196 -14.573 1.508 0.09
H 11.321 -13.386 -10.475 0.13
H 4.570 -17.342 0.449 0.03
O 4.459 -20.379 -1.960 -0.02
H 10.145 -20.009 -8.127 0.05
H 7.665 -12.376 -2.812 0.07
H 8.859 -24.111 -0.584 0.08
H 8.186 -20.155 4.081 0.12
H -1.273 -15.493 -8.503 0.09
H 12.710 -18.204 -4.130 0.13
H 8.779 -12.577 0.731 0.08
O 9.997 -16.660 -3.410 0.02
C 1.769 -15.739 -7.332 -0.17
C 4.136 -20.683 -6.699 -0.81
H 8.963 -12.728 -2.019 0.03
N 7.133 -17.475 -3.525 0.21
H 2.141 -16.435 -8.083 0.12
H 8.106 -22.129 -3.148 0.04
H 11.813 -24.637 -4.103 0.09
H 5.581 -17.345 -8.774 0.10
H 11.068 -21.057 -7.055 0.12
H 10.218 -16.382 -1.617 0.03
H 8.558 -24.672 -4.561 0.09
N -0.062 -20.723 -2.781 0.17
C 8.608 -10.168 -3.828 -0.06
H 8.351 -12.908 -4.873 0.05
C 9.394 -22.263 -1.712 -0.37
N 6.452 -17.846 -8.677 0.21
N 8.658 -12.497 -2.954 0.04
H 7.952 -20.202 -8.040 0.07
N 0.339 -19.884 -4.705 0.17
H 11.185 -11.582 1.194 0.08
H 5.060 -20.075 1.445 0.07
C 4.459 -22.507 -9.862 -0.07
N 13.682 -14.992 -3.922 0.17
C 1.186 -20.125 1.931 -0.14
N 8.500 -14.512 -10.021 0.17
N 5.734 -18.792 -4.503 0.23
H 0.254 -23.684 -7.877 0.09
O 6.416 -25.715 -4.614 0.07
O 7.917 -19.156 -9.632 0.05
N 5.159 -14.471 -8.973 0.18
C 9.147 -21.034 -6.693 -0.75
H 10.945 -19.599 -10.972 0.09
C 13.016 -14.023 -3.284 -0.76
H 5.367 -15.993 -1.636 0.07
O 0.361 -15.686 -7.321 -0.21
H 5.576 -18.595 1.776 0.06
N 3.333 -22.004 -2.903 0.20
N 10.308 -18.474 -4.735 0.22
H 3.889 -15.985 0.037 0.04
H 4.040 -17.195 -6.302 0.05
H 11.864 -10.359 -0.015 0.09
H 5.474 -13.792 -4.127 0.07
H 3.294 -22.715 -3.619 0.12
H 3.164 -19.465 0.355 0.10
H 8.855 -16.344 3.203 0.07
H 10.500 -25.570 -4.605 0.09
N 7.428 -14.763 -5.225 0.19
H 10.938 -19.235 -4.946 0.11
H 11.017 -18.083 -7.746 0.11
O 13.427 -12.922 -2.943 0.01
N -0.446 -20.309 -8.903 0.21
H 4.998 -18.510 -10.299 0.10
H 11.039 -22.281 -3.077 0.12
H 4.597 -23.552 -10.142 0.09
H 6.575 -17.595 4.034 0.13
H 5.494 -12.145 -8.601 0.10
H 6.019 -15.604 -3.178 0.06
C 5.456 -19.539 2.307 -0.11
H 2.445 -17.962 -5.480 0.05
C 6.882 -18.613 -9.602 -0.79
O 11.144 -16.112 -8.341 -0.18
H 1.567 -19.225 -0.290 0.10
H 0.938 -17.543 -5.790 0.04
H 9.672 -17.390 -8.695 0.12
N 4.885 -13.470 -3.373 0.19
C 7.721 -14.022 -6.283 -0.76
H 9.254 -17.939 -0.359 0.06
H -0.024 -21.519 -2.159 0.12
N 10.187 -20.751 -7.443 0.19
N 7.956 -13.109 0.976 0.19
H 8.695 -14.669 -9.043 0.06
H 11.292 -13.489 -2.666 0.10
H -0.269 -24.702 -9.141 0.09
H 4.715 -22.368 -8.812 0.07
H 3.088 -22.375 -11.333 0.14
H 4.848 -24.220 -5.819 0.11
C 10.988 -10.840 0.420 -0.06
H -1.095 -23.050 -8.945 0.09
H 4.382 -15.478 -6.141 0.06
H 7.714 -23.828 -1.788 0.07
N 10.644 -19.267 -10.066 0.03
```

Values from the calculation:
- M: 1674.0 g/mol
- HOMO-LUMO gap: 8.508 eV
- Relative energy (zero: lowest compared OMol25 entry of this formula, charge and spin): 0.000 eV
- Highest occupied orbital energy: -8.61 eV


- The lowest highest occupied orbital energy belongs to which entry?
  C48H152N40O24